No. 1
Below is a cluster of 6 separate species, C17H47F3N4O6 in total at a distorted geometry, with properties calculated with the ωB97M-V functional and the def2-TZVPD basis.

Cartesian coordinates (Å):
N (-1.767, -0.407, 1.201)
H (-1.468, -0.103, 2.117)
H (-0.966, -0.677, 0.649)
H (-2.265, 0.281, 0.654)
H (-2.290, -1.267, 1.285)
C (1.915, 3.020, 7.982)
O (3.351, 3.065, 7.748)
O (1.344, 2.317, 6.901)
C (1.637, 2.600, 9.521)
F (2.220, 1.461, 9.909)
F (2.120, 3.507, 10.383)
F (0.335, 2.440, 9.683)
C (4.116, 4.251, 8.252)
C (5.538, 3.973, 7.845)
H (6.141, 3.240, 8.381)
H (5.551, 3.585, 6.827)
H (6.223, 4.821, 7.862)
H (3.963, 4.362, 9.326)
H (3.750, 5.200, 7.861)
H (1.603, 4.058, 7.871)
C (-3.890, 6.311, 3.459)
O (-3.733, 4.891, 3.391)
H (-4.864, 6.457, 2.991)
H (-3.958, 6.683, 4.481)
H (-3.112, 6.809, 2.880)
H (-2.990, 4.592, 3.920)
C (-1.840, -8.295, 1.365)
C (-1.963, -7.010, 0.547)
C (-2.338, -7.313, -0.902)
O (-1.329, -8.215, -1.424)
C (-1.554, -8.678, -2.728)
N (-2.868, -6.148, 1.190)
H (-1.166, -8.993, 0.868)
H (-2.772, -8.859, 1.337)
H (-1.559, -8.167, 2.410)
H (-1.001, -6.513, 0.669)
H (-2.334, -6.360, -1.430)
H (-3.350, -7.716, -0.932)
H (-2.541, -9.107, -2.903)
H (-0.854, -9.457, -3.030)
H (-1.481, -7.843, -3.424)
H (-2.822, -6.213, 2.197)
H (-3.812, -6.493, 1.084)
C (4.942, -1.365, -3.562)
C (3.402, -1.593, -3.575)
C (2.959, -2.876, -4.366)
O (3.500, -2.847, -5.711)
C (3.233, -4.013, -6.462)
N (3.035, -1.794, -2.174)
H (5.373, -2.015, -2.800)
H (5.120, -0.340, -3.236)
H (5.462, -1.606, -4.489)
H (2.902, -0.687, -3.916)
H (1.879, -2.764, -4.469)
H (3.213, -3.840, -3.926)
H (3.809, -4.063, -7.386)
H (2.153, -4.103, -6.578)
H (3.494, -4.898, -5.882)
H (3.515, -2.530, -1.675)
H (3.418, -0.938, -1.799)
C (-4.305, 5.391, -4.565)
C (-3.128, 4.496, -4.209)
C (-1.846, 5.283, -3.897)
O (-1.646, 6.307, -4.886)
C (-0.686, 6.045, -5.852)
N (-3.537, 3.749, -3.011)
H (-4.478, 6.173, -3.825)
H (-5.179, 4.744, -4.647)
H (-4.245, 5.945, -5.502)
H (-2.953, 3.845, -5.066)
H (-1.026, 4.568, -3.834)
H (-1.900, 5.812, -2.945)
H (0.282, 5.699, -5.491)
H (-0.471, 6.937, -6.441)
H (-1.124, 5.376, -6.593)
H (-4.454, 3.384, -3.228)
H (-3.636, 4.432, -2.273)

Results
Energy above the lowest of the compared OMol25 structures with the same formula, charge and spin ... 86.1 kcal per mole
Strongest force on any atom ... 0.0734 Eh/bohr
Frontier orbital gap ... 2.4 eV
HOMO ... -4.87 eV


No. 2
Below is a cluster of 7 separate species, C17H48ClFN2O8S in total, with properties calculated with the ωB97M-V functional and the def2-TZVPD basis.

Cartesian coordinates (Å):
C (-4.638, 2.970, 2.641)
C (-3.693, 3.404, 1.509)
C (-2.591, 2.427, 1.096)
Cl (-3.279, 0.747, 1.141)
N (-1.306, 2.383, 1.820)
C (-0.161, 2.304, 0.859)
C (-0.080, 0.930, 0.193)
N (1.115, 0.776, -0.626)
S (-0.920, 3.598, 2.879)
O (-0.938, 4.880, 2.262)
O (0.210, 3.191, 3.631)
F (-2.136, 3.521, 3.839)
H (-4.142, 2.400, 3.418)
H (-5.453, 2.373, 2.240)
H (-5.084, 3.856, 3.091)
H (-4.318, 3.490, 0.619)
H (-3.288, 4.398, 1.677)
H (-2.379, 2.568, 0.040)
H (0.771, 2.446, 1.403)
H (-0.227, 3.112, 0.123)
H (-0.066, 0.211, 1.010)
H (-0.957, 0.734, -0.423)
H (1.912, 0.626, -0.018)
H (1.294, 1.621, -1.158)
C (0.719, 2.880, -5.030)
C (1.043, 2.140, -3.751)
O (2.061, 2.794, -2.984)
H (1.615, 2.976, -5.646)
H (-0.041, 2.344, -5.591)
H (0.358, 3.892, -4.822)
H (1.417, 1.144, -3.973)
H (0.143, 2.031, -3.135)
H (1.748, 3.680, -2.775)
C (1.220, -1.395, 4.724)
C (1.044, -0.512, 3.511)
O (1.796, -0.969, 2.388)
H (2.274, -1.459, 5.001)
H (0.650, -1.012, 5.569)
H (0.872, -2.408, 4.505)
H (1.390, 0.502, 3.708)
H (-0.020, -0.460, 3.246)
H (1.524, -1.869, 2.175)
C (-1.713, 1.435, 6.318)
C (-2.449, 0.243, 5.735)
O (-1.869, -0.998, 6.132)
H (-0.665, 1.421, 6.015)
H (-2.157, 2.372, 5.981)
H (-1.746, 1.413, 7.410)
H (-2.400, 0.260, 4.646)
H (-3.505, 0.266, 6.025)
H (-1.911, -1.058, 7.091)
C (0.881, -0.376, -8.637)
C (1.050, 0.509, -7.415)
O (0.037, 0.237, -6.451)
H (-0.100, -0.215, -9.085)
H (1.648, -0.170, -9.386)
H (0.950, -1.430, -8.356)
H (0.966, 1.561, -7.684)
H (2.037, 0.353, -6.963)
H (0.129, -0.692, -6.202)
C (4.429, -4.361, 4.078)
C (2.976, -4.781, 3.964)
O (2.429, -4.454, 2.686)
H (4.525, -3.290, 3.897)
H (4.826, -4.587, 5.068)
H (5.041, -4.880, 3.337)
H (2.368, -4.249, 4.693)
H (2.867, -5.854, 4.151)
H (2.939, -4.918, 2.017)
C (-0.616, -4.840, -5.244)
C (0.195, -3.825, -6.025)
O (0.242, -2.560, -5.366)
H (-1.632, -4.477, -5.090)
H (-0.660, -5.793, -5.774)
H (-0.173, -5.016, -4.262)
H (-0.257, -3.639, -6.998)
H (1.213, -4.192, -6.189)
H (0.648, -2.680, -4.502)

Results
Strongest force on any atom ... 0.0177 Eh/bohr
Frontier orbital gap ... 9.7 eV
HOMO ... -9.19 eV
SMILES string ... CC[C@H](Cl)N(CCN)S(=O)(=O)F.CCO.CCO.CCO.CCO.CCO.CCO


No. 3
Below is a cluster of 5 separate species, C17H48N6O5 in total at a distorted geometry, with properties calculated with the ωB97M-V functional and the def2-TZVPD basis.

Cartesian coordinates (Å):
C (-4.488, 2.390, 3.809)
O (-3.110, 2.228, 3.934)
C (-2.709, 0.884, 4.000)
C (-1.269, 0.725, 4.447)
C (-1.019, 1.413, 5.785)
N (-0.302, 1.318, 3.474)
H (-4.981, 2.180, 4.765)
H (-4.973, 1.815, 3.010)
H (-4.717, 3.422, 3.531)
H (-3.298, 0.315, 4.740)
H (-2.929, 0.370, 3.054)
H (-1.045, -0.316, 4.685)
H (-0.782, 2.476, 5.717)
H (-0.119, 0.961, 6.215)
H (-1.770, 1.269, 6.566)
H (-0.843, 2.149, 3.230)
H (-0.387, 0.683, 2.676)
C (-0.681, -4.709, 0.799)
O (-1.153, -4.983, -0.513)
C (-0.280, -5.736, -1.362)
C (0.964, -5.001, -1.834)
C (0.617, -3.898, -2.829)
N (1.832, -5.947, -2.532)
H (-0.768, -5.636, 1.382)
H (-1.350, -3.936, 1.162)
H (0.372, -4.419, 0.822)
H (-0.156, -6.651, -0.762)
H (-0.924, -5.985, -2.209)
H (1.508, -4.476, -1.045)
H (-0.230, -3.257, -2.570)
H (0.472, -4.264, -3.848)
H (1.409, -3.148, -2.874)
H (1.807, -6.887, -2.161)
H (1.616, -6.014, -3.516)
C (-2.907, 3.217, 0.288)
O (-1.543, 3.299, 0.599)
C (-1.188, 4.276, 1.570)
C (0.312, 4.170, 1.761)
C (0.734, 4.978, 2.993)
N (1.034, 4.738, 0.612)
H (-3.158, 3.959, -0.483)
H (-3.548, 3.327, 1.166)
H (-3.161, 2.283, -0.217)
H (-1.515, 5.308, 1.398)
H (-1.716, 3.976, 2.490)
H (0.626, 3.164, 2.035)
H (1.817, 5.058, 3.080)
H (0.360, 4.559, 3.932)
H (0.378, 6.015, 3.033)
H (0.854, 4.083, -0.154)
H (0.552, 5.561, 0.257)
C (3.232, -2.084, -5.975)
O (2.808, -0.728, -5.989)
C (3.127, -0.081, -4.778)
C (2.251, -0.450, -3.565)
C (0.753, -0.127, -3.846)
N (2.659, 0.336, -2.412)
H (2.966, -2.639, -6.872)
H (2.755, -2.641, -5.162)
H (4.318, -2.083, -5.835)
H (4.168, -0.307, -4.499)
H (3.124, 1.001, -4.934)
H (2.381, -1.523, -3.442)
H (0.261, -0.709, -4.622)
H (0.753, 0.942, -4.067)
H (0.145, -0.313, -2.959)
H (2.404, 1.314, -2.461)
H (3.667, 0.290, -2.303)
N (0.231, 0.948, 0.004)
C (0.162, -0.382, 0.338)
N (0.965, -1.148, -0.458)
O (-0.583, -0.835, 1.202)
H (1.035, 1.245, -0.513)
H (-0.313, 1.601, 0.550)
H (0.987, -2.134, -0.261)
H (1.500, -0.800, -1.247)

Results
Energy above the lowest of the compared OMol25 structures with the same formula, charge and spin ... 22.4 kcal per mole
Strongest force on any atom ... 0.0471 Eh/bohr
Frontier orbital gap ... 9.7 eV
HOMO ... -9.10 eV
SMILES string ... COC[C@H](C)N.COC[C@H](C)N.COC[C@H](C)N.COC[C@H](C)N.NC(N)=O


No. 4
Below is a cluster of 3 separate species, C17H48N7O3P2 in total at a distorted geometry, with properties calculated with the ωB97M-V functional and the def2-TZVPD basis.

Cartesian coordinates (Å):
C (-4.217, -0.626, -6.734)
C (-3.049, -1.106, -5.761)
C (-1.713, -0.517, -6.394)
O (-0.570, -1.276, -6.025)
C (0.555, -0.625, -6.731)
N (1.114, -1.530, -7.696)
C (1.572, -0.814, -8.891)
H (-3.918, 0.373, -7.162)
H (-5.191, -0.499, -6.207)
H (-4.281, -1.317, -7.614)
H (-3.016, -2.218, -5.678)
H (-3.210, -0.623, -4.759)
H (-1.650, 0.553, -6.057)
H (-1.808, -0.565, -7.519)
H (1.279, -0.259, -5.936)
H (0.160, 0.308, -7.251)
H (1.430, -1.514, -9.771)
H (1.053, 0.170, -9.086)
H (2.696, -0.666, -8.810)
O (-2.738, -0.555, -1.727)
P (-1.926, 0.672, -1.300)
N (-0.377, -0.123, -1.330)
C (0.770, 0.197, -0.492)
C (0.092, -0.457, -2.680)
N (-2.571, 0.667, 0.320)
C (-1.762, 0.637, 1.525)
C (-3.746, -0.174, 0.563)
N (-1.161, 2.243, -0.971)
C (-2.124, 3.267, -0.472)
C (-0.590, 2.878, -2.186)
H (1.237, 1.163, -0.729)
H (1.548, -0.564, -0.606)
H (0.533, 0.193, 0.568)
H (0.376, 0.416, -3.277)
H (-0.684, -0.982, -3.243)
H (0.957, -1.125, -2.660)
H (-1.287, -0.339, 1.677)
H (-2.381, 0.847, 2.406)
H (-1.004, 1.421, 1.531)
H (-3.475, -1.236, 0.630)
H (-4.493, -0.050, -0.219)
H (-4.244, 0.101, 1.499)
H (-2.948, 3.418, -1.177)
H (-1.616, 4.224, -0.318)
H (-2.555, 3.017, 0.494)
H (-1.321, 2.933, -2.997)
H (0.293, 2.353, -2.546)
H (-0.244, 3.890, -1.967)
O (1.507, 0.627, 3.332)
P (1.757, -0.452, 4.390)
N (0.931, 0.448, 5.636)
C (1.229, 0.419, 7.060)
C (-0.519, 0.519, 5.453)
N (3.466, -0.134, 4.476)
C (4.177, 0.233, 5.689)
C (4.051, 0.646, 3.379)
N (1.948, -1.798, 5.535)
C (2.979, -2.787, 5.105)
C (0.723, -2.627, 5.671)
H (0.974, -0.531, 7.548)
H (0.671, 1.201, 7.582)
H (2.271, 0.635, 7.274)
H (-1.033, -0.436, 5.615)
H (-0.763, 0.841, 4.437)
H (-0.979, 1.248, 6.125)
H (3.941, 1.253, 6.013)
H (5.259, 0.178, 5.526)
H (3.985, -0.467, 6.504)
H (3.812, 1.713, 3.470)
H (3.706, 0.289, 2.410)
H (5.140, 0.550, 3.362)
H (2.752, -3.196, 4.116)
H (3.035, -3.612, 5.819)
H (3.983, -2.373, 5.069)
H (0.349, -2.959, 4.699)
H (-0.073, -2.101, 6.192)
H (0.921, -3.511, 6.281)

Results
Strongest force on any atom ... 0.1642 Eh/bohr
Total charge ... -1
Frontier orbital gap ... 1.8 eV
HOMO ... -1.31 eV


No. 5
Below is a structure of composition C17H49Ag4N9O8 at a distorted geometry, with properties calculated with the ωB97M-V functional and the def2-TZVPD basis.

Cartesian coordinates (Å):
Ag (3.006, -32.262, -4.007)
Ag (1.756, -29.358, -4.003)
Ag (-1.657, -27.493, -3.906)
Ag (2.898, -30.693, -7.616)
O (1.835, -30.730, -5.441)
C (0.528, -31.267, -5.661)
C (-0.454, -30.777, -4.649)
O (-0.490, -29.393, -4.515)
H (0.534, -32.369, -5.606)
H (0.206, -31.041, -6.692)
H (-0.181, -31.276, -3.691)
H (-1.457, -31.189, -4.852)
C (0.328, -30.737, -10.227)
C (1.613, -29.967, -10.535)
C (1.266, -28.868, -11.543)
O (0.850, -29.506, -12.726)
C (0.419, -28.602, -13.725)
N (1.959, -29.258, -9.240)
H (-0.024, -31.132, -11.184)
H (-0.492, -30.209, -9.751)
H (0.547, -31.642, -9.642)
H (2.425, -30.603, -10.868)
H (2.114, -28.194, -11.729)
H (0.400, -28.309, -11.156)
H (-0.202, -29.119, -14.445)
H (1.328, -28.235, -14.217)
H (-0.096, -27.741, -13.293)
H (1.073, -28.901, -8.897)
H (2.590, -28.468, -9.342)
C (0.571, -34.444, -2.467)
C (2.014, -34.909, -2.684)
C (2.328, -36.353, -2.338)
O (2.156, -36.508, -0.969)
C (2.446, -37.809, -0.503)
N (2.554, -34.508, -4.012)
H (0.393, -33.504, -3.005)
H (0.470, -34.119, -1.434)
H (-0.121, -35.232, -2.758)
H (2.588, -34.410, -1.887)
H (3.389, -36.582, -2.542)
H (1.713, -37.037, -2.950)
H (3.526, -37.982, -0.504)
H (1.979, -38.572, -1.141)
H (2.000, -37.948, 0.477)
H (1.868, -34.780, -4.720)
H (3.322, -35.132, -4.266)
C (-2.734, -35.992, -6.685)
C (-3.908, -35.590, -5.831)
C (-3.532, -34.653, -4.698)
O (-4.659, -34.017, -4.191)
C (-4.285, -32.944, -3.364)
N (-4.980, -34.949, -6.639)
H (-1.958, -36.360, -5.994)
H (-2.209, -35.154, -7.157)
H (-2.926, -36.800, -7.383)
H (-4.372, -36.522, -5.478)
H (-2.826, -33.964, -5.201)
H (-2.941, -35.180, -3.938)
H (-3.455, -32.349, -3.771)
H (-3.927, -33.309, -2.388)
H (-5.116, -32.269, -3.171)
H (-5.151, -35.467, -7.491)
H (-5.836, -34.901, -6.103)
C (5.209, -29.278, -5.914)
O (4.688, -29.272, -7.030)
N (6.511, -28.993, -5.640)
N (4.435, -29.566, -4.792)
H (7.193, -28.938, -6.377)
H (6.740, -28.521, -4.782)
H (3.475, -29.844, -4.946)
H (4.881, -29.516, -3.894)
C (-1.498, -28.100, -7.837)
O (-1.885, -27.376, -8.730)
N (-0.208, -28.010, -7.309)
N (-2.246, -29.041, -7.171)
H (0.322, -27.212, -7.617)
H (-0.055, -28.389, -6.384)
H (-1.786, -29.307, -6.318)
H (-3.251, -29.096, -7.323)
C (-4.707, -31.093, -7.264)
O (-4.959, -29.903, -7.058)
N (-3.808, -31.815, -6.514)
N (-5.460, -31.863, -8.102)
H (-3.245, -31.358, -5.828)
H (-3.881, -32.817, -6.626)
H (-5.490, -32.863, -7.969)
H (-6.263, -31.488, -8.573)

Results
Strongest force on any atom ... 0.0658 Eh/bohr
Total charge ... +2
Frontier orbital gap ... 6.3 eV
HOMO ... -13.24 eV


No. 6
Below is a cluster of 14 separate species, C17H4Cl53N2OP in total at a distorted geometry, with properties calculated with the ωB97M-V functional and the def2-TZVPD basis.

Cartesian coordinates (Å):
N (1.247, -1.822, 4.648)
C (0.285, -1.872, 3.750)
C (-0.962, -1.793, 2.638)
C (-2.256, -2.473, 3.366)
C (-2.500, -3.941, 2.603)
N (-2.712, -5.076, 2.011)
P (-3.851, -1.440, 3.390)
O (-4.988, -2.349, 2.375)
Cl (-3.671, 0.440, 2.432)
H (-1.063, -0.660, 2.371)
H (-0.617, -2.437, 1.705)
H (-1.967, -2.725, 4.471)
H (-5.586, -2.871, 2.986)
C (-3.686, 1.985, 6.597)
Cl (-2.792, 0.659, 5.811)
Cl (-2.998, 2.289, 8.212)
Cl (-3.553, 3.460, 5.608)
Cl (-5.401, 1.531, 6.759)
C (1.414, -6.032, 3.514)
Cl (2.883, -6.700, 4.269)
Cl (1.643, -5.938, 1.750)
Cl (0.026, -7.088, 3.878)
Cl (1.104, -4.401, 4.160)
C (-8.186, -1.688, 7.336)
Cl (-9.491, -2.872, 7.599)
Cl (-7.117, -1.657, 8.761)
Cl (-7.244, -2.153, 5.896)
Cl (-8.892, -0.072, 7.088)
C (-1.891, -1.062, -1.401)
Cl (-0.272, -1.299, -2.107)
Cl (-1.890, 0.407, -0.393)
Cl (-3.089, -0.884, -2.709)
Cl (-2.314, -2.471, -0.397)
C (3.209, -3.162, -3.647)
Cl (4.678, -3.830, -2.892)
Cl (3.437, -3.068, -5.412)
Cl (1.821, -4.218, -3.283)
Cl (2.899, -1.530, -3.001)
C (0.209, -5.609, -6.584)
Cl (1.678, -6.277, -5.829)
Cl (0.437, -5.515, -8.348)
Cl (-1.179, -6.665, -6.220)
Cl (-0.101, -3.978, -5.938)
C (6.809, 0.028, -1.609)
Cl (7.247, 0.573, -3.248)
Cl (8.279, -0.094, -0.611)
Cl (5.687, 1.201, -0.874)
Cl (6.022, -1.567, -1.705)
C (6.509, 4.803, -4.328)
Cl (7.064, 3.751, -5.654)
Cl (7.757, 6.024, -3.976)
Cl (5.000, 5.619, -4.810)
Cl (6.213, 3.819, -2.873)
C (4.709, -1.825, 3.155)
Cl (4.121, -0.791, 4.482)
Cl (3.687, -3.280, 3.039)
Cl (4.633, -0.923, 1.621)
Cl (6.393, -2.307, 3.478)
C (4.709, 9.735, -6.052)
Cl (6.178, 9.067, -5.297)
Cl (4.937, 9.829, -7.817)
Cl (3.321, 8.679, -5.688)
Cl (4.399, 11.367, -5.406)
C (-4.291, 3.983, -0.657)
Cl (-4.099, 5.506, 0.248)
Cl (-5.879, 3.969, -1.465)
Cl (-3.001, 3.852, -1.879)
Cl (-4.186, 2.606, 0.469)
C (-6.991, -2.211, -3.070)
Cl (-6.098, -3.537, -3.857)
Cl (-6.303, -1.907, -1.455)
Cl (-6.858, -0.736, -4.060)
Cl (-8.707, -2.665, -2.908)
C (3.209, 6.859, -1.003)
Cl (1.561, 6.237, -1.274)
Cl (3.489, 8.275, -2.047)
Cl (3.391, 7.334, 0.705)
Cl (4.394, 5.588, -1.395)

Results
Strongest force on any atom ... 0.2443 Eh/bohr
Frontier orbital gap ... 9.2 eV
HOMO ... -9.89 eV